The following is a quantum chemistry calculation of a molecular structure, C14H30CuN4O10 in a non-equilibrium geometry, from the Open Molecules 2025 dataset.

XYZ file:
```
59
Properties=species:S:1:pos:R:3:forces:R:3
Cu 0.16823 -0.77419 -0.47812 0.2 -2.2 -0.5
C 0.03945 -3.27864 -1.37743 3.2 -2.3 -2.0
O -0.73332 -2.38464 -1.75338 -3.0 3.1 -1.1
O 0.66395 -2.95268 -0.30900 0.7 0.7 2.3
O 0.39141 -4.24023 -2.10110 -0.8 0.1 1.1
C -1.23216 -3.14056 2.65891 -0.9 -2.5 -2.5
O -0.46530 -2.50190 3.55942 1.5 3.1 2.7
C 0.10568 -1.34687 3.19707 1.6 0.1 -0.7
O 0.23953 -0.93351 2.04710 -0.4 -0.3 3.0
O 0.68631 -0.81237 4.36100 -0.8 -0.4 -1.7
C 1.28004 0.46466 4.17295 0.2 0.9 -0.3
H -0.65235 -3.24503 1.74183 -0.4 0.0 -0.4
H -2.21523 -2.71456 2.45844 0.1 0.4 0.1
H -1.38285 -4.13780 3.07232 -0.1 0.0 -0.1
H 1.76742 0.84631 5.07011 -0.2 -0.8 0.4
H 0.52977 1.22121 3.94313 -0.2 -0.1 -0.3
H 2.04474 0.48389 3.39645 -0.2 -0.3 -0.2
C 1.63389 2.99498 1.19437 2.1 0.9 0.0
C 0.33529 2.49614 0.77703 -0.8 -4.0 -1.0
O 0.18388 1.42101 0.15869 0.4 2.0 0.8
N -0.70515 3.15442 1.26427 -1.9 1.7 -0.3
C -2.12352 2.77189 1.09168 0.4 0.1 1.2
H 1.73301 4.03921 0.89794 0.1 0.2 0.1
H 2.46611 2.45307 0.74509 -0.3 -0.1 -0.2
H 1.78637 2.93473 2.27197 -0.3 0.0 0.1
H -0.52619 4.10571 1.55257 -0.1 -0.2 0.1
H -2.58037 2.76297 0.10208 0.8 -0.3 -0.3
H -2.72027 3.49433 1.64853 0.2 0.1 0.2
H -2.21157 1.81698 1.60985 -0.3 -0.1 -0.5
C 1.36619 2.13168 -3.40854 0.5 1.7 0.2
C 0.31924 1.08948 -3.23891 0.6 -1.7 1.8
O 0.29065 0.32829 -2.27515 0.6 0.3 -0.2
N -0.58491 0.95289 -4.17290 -1.7 1.6 -1.8
C -1.52168 -0.10851 -4.43089 -0.1 -1.1 -0.7
H 2.41453 1.83454 -3.43665 -0.3 -0.8 0.1
H 1.30586 2.79358 -2.54464 0.0 0.0 0.2
H 1.25623 2.79394 -4.26727 -0.4 -0.2 -0.2
H -0.70638 1.72020 -4.81832 0.4 -0.1 -0.1
H -2.55260 0.20166 -4.60146 0.1 0.6 0.2
H -1.57497 -0.93983 -3.72793 0.7 0.4 0.3
H -1.16140 -0.48788 -5.38712 -0.4 -0.6 -0.1
O -1.88313 -0.33384 0.19235 -1.0 0.3 0.4
C -3.01545 -0.59683 -0.21656 0.5 -1.5 -0.5
N -3.18436 -1.30789 -1.36205 -1.0 0.9 0.8
C -4.28105 -0.22818 0.52487 0.1 0.9 -0.9
H -2.36324 -1.77704 -1.71665 0.6 -0.4 -0.3
H -4.12063 -1.53995 -1.66148 0.4 -0.1 0.1
H -4.19189 -0.31085 1.60808 0.0 -0.1 -0.2
H -5.16811 -0.69680 0.09868 0.1 -0.5 0.4
H -4.44165 0.80869 0.22956 0.0 0.4 0.5
O 2.38924 -0.71565 -0.38282 -3.4 2.7 -1.4
C 3.38405 -1.23653 0.01434 0.8 1.9 0.0
N 3.38958 -2.50991 0.19691 2.0 -3.2 1.2
C 4.56189 -0.35076 0.25679 1.9 -0.8 0.6
H 4.18602 -2.97296 0.61088 -0.2 0.0 -0.2
H 2.56633 -3.04393 -0.04224 -0.7 0.0 -0.1
H 5.37628 -0.58033 -0.43034 -0.1 -0.1 -0.4
H 5.01788 -0.64500 1.20209 0.0 0.3 0.4
H 4.42070 0.72919 0.21359 -0.6 -0.4 0.1
```
Positions in Å, forces in eV/Å.

The LUMO energy (spin up / spin down) is 0.276 / -0.045 eV. Its expectation value of S² is 0.757. As for the spin multiplicity: 2. The HOMO energy (spin up / spin down) is -7.27 / -6.76 eV.